Entry 1:
C10H26O4P2S3 | ωB97M-V/def2-TZVPD

## Properties
- LUMO: 0.36 eV
- Gap between HOMO and LUMO: 7.5 eV
- E_tot: -2574.75799 Eh
- Relative energy (zero: lowest compared OMol25 entry of this formula, charge and spin): 0.043 eV
- Net charge: 0
- Structure (SMILES): C[PH2](C)[PH2]=S.O=S1(=O)CCCC1.O=S1(=O)CCCC1
- Molar mass: 368.46 g/mol

Structure (XYZ):
```
45
Properties=species:S:1:pos:R:3:forces:R:3
C -4.21586 2.13301 0.70378 -0.1609 -0.0510 0.0301
P -3.88455 3.86448 0.30697 0.7088 0.4736 -0.1240
C -2.04022 3.79350 0.45391 -0.2790 -0.1363 0.2490
P -6.28988 4.25629 0.15790 -0.0835 -0.0170 0.1922
S -6.99194 4.77318 1.92560 0.0675 -0.0283 0.0455
H -5.19545 2.01822 1.14902 -0.1665 -0.0470 0.1012
H -4.16946 1.56100 -0.21695 0.0133 -0.1137 -0.1632
H -3.45274 1.77499 1.38486 0.1266 -0.0701 0.0453
H -3.81207 4.33985 -1.02277 -0.1757 -0.1385 -0.0726
H -4.05097 4.80446 1.33910 -0.1911 0.0100 0.1283
H -1.58159 3.15275 -0.29670 0.0193 0.0186 -0.0988
H -1.76896 3.41911 1.43966 0.1076 -0.0331 0.1440
H -1.62717 4.79453 0.37397 0.0831 0.1530 -0.1563
H -6.55983 5.20380 -0.85169 -0.0434 0.0400 -0.1488
H -6.96247 3.14420 -0.39494 -0.1014 -0.0167 -0.1503
O 1.16174 3.23983 1.66091 -0.0039 0.0931 0.0267
S 1.18787 2.15835 0.70839 0.0927 -0.2438 0.0150
O 0.70688 2.37072 -0.63399 -0.0020 0.0487 -0.0752
C 2.83590 1.45418 0.66390 0.0222 -0.0281 0.0250
C 2.81112 0.37488 1.73906 -0.0127 0.0212 0.0288
C 1.47018 -0.34893 1.56940 -0.0142 0.0928 0.0438
C 0.37981 0.72071 1.44238 0.0419 -0.0418 -0.0130
H 3.54969 2.25671 0.83388 -0.0237 0.0313 -0.0047
H 2.97148 1.02967 -0.33032 -0.0052 -0.0088 -0.0074
H 3.64712 -0.31322 1.62500 -0.0125 -0.0123 -0.0090
H 2.87666 0.83561 2.72717 0.0102 0.0097 0.0041
H 1.50144 -0.94991 0.66442 -0.0457 0.0325 0.0280
H 1.26589 -1.01389 2.40759 -0.0150 -0.0230 -0.0070
H -0.43754 0.43024 0.78654 -0.0127 0.0048 -0.0069
H -0.00811 1.04285 2.40715 0.0203 0.0465 0.0041
O 1.05259 -2.50215 -1.02709 -0.0553 0.0417 0.0029
S 2.32702 -3.16433 -0.89483 0.0429 -0.1784 -0.1634
O 3.35263 -2.57619 -0.07036 0.0285 0.0611 0.0552
C 2.03992 -4.86854 -0.42217 0.0218 -0.0444 -0.0376
C 1.89795 -5.60027 -1.75258 0.0112 0.0371 -0.0042
C 3.00448 -5.04466 -2.66108 -0.0302 0.0387 0.0280
C 2.96832 -3.51667 -2.54253 0.0481 -0.0818 0.0090
H 1.15687 -4.89818 0.21131 -0.0032 0.0376 0.0118
H 2.91609 -5.19910 0.13496 0.0083 0.0022 0.0023
H 1.98464 -6.67715 -1.61981 0.0011 -0.0107 -0.0123
H 0.91731 -5.39314 -2.18492 -0.0109 0.0005 0.0034
H 3.97361 -5.41886 -2.32742 0.0056 0.0019 0.0190
H 2.87082 -5.35476 -3.69572 0.0071 -0.0119 -0.0082
H 3.94498 -3.04722 -2.62462 -0.0023 0.0291 -0.0025
H 2.27577 -3.06001 -3.24632 -0.0369 0.0115 0.0227
```
Forces are in eV/Å.

---

Entry 2:
C10H27ClIN2O2P2Ru | ωB97M-V/def2-TZVPD

## Properties
- LUMO (spin up / spin down): -11.41 / -14.93 eV
- Gap between HOMO and LUMO (spin up / spin down): 5.6 / 3.5 eV
- E_tot: -2191.53819 Eh
- Relative energy (zero: lowest compared OMol25 entry of this formula, charge and spin): 0.176 eV
- 2S+1: 5
- Net charge: +3
- Molar mass: 532.71 g/mol

Structure (XYZ):
```
46
Properties=species:S:1:pos:R:3:forces:R:3
C 0.00812 0.71072 -5.95344 -0.0052 -1.0273 -0.2117
C 0.00927 0.79321 -4.46498 0.0333 5.0717 2.0953
H 0.01308 1.71367 -6.41692 -0.0026 -0.2726 0.7120
H -0.90973 0.18456 -6.25710 0.4409 -0.1271 -0.1490
H 0.91899 0.17468 -6.26068 -0.4431 -0.1243 -0.1385
O 0.01274 1.79804 -3.80052 -0.0104 -2.9212 -1.5674
I -0.00116 -1.07031 -3.06269 -0.0148 -0.6418 -0.5281
Ru -0.00788 -0.69427 -0.49173 -0.0257 -3.3738 -0.6078
P 2.00762 0.23707 -0.28740 4.1059 0.8202 0.6969
C 2.55735 1.47090 0.97032 -0.4597 0.6839 -0.0956
C 2.83641 -1.23377 0.41921 -0.1109 -0.6131 0.1177
H 3.86302 -1.29476 0.03490 -0.2207 -0.0379 0.0927
H 3.99850 0.73622 -1.58763 -0.3240 -0.0064 0.0290
H 2.26926 -2.14381 0.16654 0.5692 0.1600 0.0742
H 2.81561 -0.15805 -2.58507 0.0388 0.0247 0.4999
H 2.00182 1.37370 1.91065 0.3303 -0.1216 -0.3576
H 2.86716 -1.14678 1.51516 0.0241 -0.0093 -0.3376
C 2.92802 0.61504 -1.81253 0.1552 0.2964 -0.2696
H 3.61743 1.37128 1.24159 -0.1814 -0.1402 -0.4653
H 2.54757 1.54401 -2.24496 0.0612 0.0488 0.0948
H 2.36528 2.48423 0.60623 0.1750 -0.0099 0.0093
P -1.99103 0.31209 -0.30096 -4.1142 0.8756 0.6542
C -2.52170 1.53710 0.96710 0.5765 0.8566 0.0715
C -2.88219 0.70204 -1.84026 -0.3351 0.4417 -0.3260
H -2.30041 -2.05546 0.16297 -0.5818 0.0518 0.1117
H -3.87933 -1.17022 0.05080 0.1892 -0.0826 0.0779
H -2.86250 -1.03433 1.51623 -0.0277 -0.0563 -0.2654
C -2.84857 -1.13962 0.42440 0.1464 -0.4349 -0.0787
H -2.79833 -0.07584 -2.60793 0.0329 -0.0660 0.4728
H -3.95322 0.86286 -1.64001 0.3344 -0.0461 0.1199
H -3.58201 1.46056 1.24609 0.1612 -0.1519 -0.5418
H -2.29888 2.56024 0.63978 -0.1936 -0.1255 0.0203
H -2.48472 1.61803 -2.28898 0.0147 -0.0022 0.1766
H -1.97250 1.39152 1.90874 -0.3210 -0.0665 -0.4352
Cl -0.03069 -3.04846 -0.69657 -0.0025 0.6162 0.1006
C -0.07557 -2.13693 4.83080 -0.0926 -0.2902 -1.2402
N -0.01288 -0.86735 4.12451 -0.2579 -1.6972 2.2372
C -0.02141 -0.62131 2.78583 0.2994 0.4944 -4.2928
N 0.01179 0.70701 2.53746 -0.0700 -1.0275 1.1618
O -0.02261 -1.44200 1.83483 -0.1225 1.1084 1.6793
H -0.14831 -2.99863 4.15172 0.0979 0.5257 -0.0204
H -0.94822 -2.13411 5.50001 0.0053 0.2700 0.2009
H 0.81395 -2.24666 5.46785 0.0754 0.2302 0.1873
H -0.01805 -0.03787 4.71596 0.0615 -0.0344 0.2495
H 0.03322 1.02882 1.58595 -0.0152 0.1026 -0.3411
H 0.07569 1.36296 3.28471 0.0041 0.8288 0.3262
```
Forces are in eV/Å.

---

Entry 3:
C10H28F3IN6O5PS | ωB97M-V/def2-TZVPD

## Properties
- LUMO: -4.65 eV
- Gap between HOMO and LUMO: 6.2 eV
- E_tot: -2439.12986 Eh
- Relative energy (zero: lowest compared OMol25 entry of this formula, charge and spin): 0.000 eV
- Net charge: +1
- Molar mass: 559.31 g/mol

Structure (XYZ):
```
55
Properties=species:S:1:pos:R:3:forces:R:3
N 3.10327 -2.57014 -3.27138 -0.1991 -0.2093 1.1451
P 1.63688 -2.83155 -2.48495 -0.2143 0.5020 -0.9756
O 1.46623 -4.43628 -2.52449 0.4961 0.1129 0.4533
N 2.00692 -2.56066 -0.67342 -0.0527 -1.1994 0.7774
C 1.61817 -3.59165 0.13511 0.1676 0.4813 -0.4165
N 2.47847 -4.63344 0.42633 0.5391 1.1215 0.2183
S 4.16234 -4.41772 0.22821 0.6685 -1.4045 -0.0663
O 4.49396 -4.35425 -1.15213 -0.5750 0.6288 -0.2448
O 4.72314 -5.45615 1.01841 -0.3583 0.1964 0.3451
C 4.62418 -2.82521 1.10479 -0.0671 0.2839 -0.3641
F 3.67586 -2.52541 1.98650 -0.0927 -0.0063 0.0615
F 5.75895 -3.04659 1.71553 0.1170 -0.0744 0.1436
F 4.77078 -1.84347 0.23658 -0.0920 0.0253 0.0111
N 0.40200 -3.62181 0.62024 -0.1704 -0.4434 0.5221
I -0.36426 -5.08336 1.81918 0.0004 0.1811 -0.0302
H 3.82504 -3.22206 -2.96913 0.1509 -0.0263 -0.2233
H 3.43580 -1.63992 -3.01823 0.0048 0.0627 -0.4736
H 2.25973 -4.95212 -2.29885 -0.0875 -0.0574 -0.2478
H 1.46917 -1.75244 -0.35127 -0.0292 0.3484 -0.0907
H 2.35731 -5.00025 1.37293 -0.2853 -0.4628 -0.2752
H -0.21320 -2.84289 0.41758 0.1359 0.0673 -0.0037
C 1.69630 0.58091 2.72384 0.0244 -0.0622 -0.0077
C 1.13284 0.88784 1.34159 0.0570 -0.0352 0.2246
C 0.26496 2.14806 1.27725 -0.0238 0.0978 -0.1863
O -1.02793 1.97780 1.81839 0.1426 -0.0869 0.0918
C -1.13758 2.12087 3.22897 -0.1687 0.0364 -0.0105
N 0.37586 -0.27740 0.84053 0.0375 -0.2668 -0.4879
H 0.93926 0.16849 3.39063 -0.0425 0.0404 -0.0057
H 2.50002 -0.15148 2.65360 0.0008 -0.0275 -0.0185
H 2.10364 1.47992 3.18628 -0.0088 0.0016 0.0004
H 1.98120 1.04947 0.66982 -0.0468 0.0277 -0.0603
H 0.10825 2.39206 0.22202 -0.0457 0.0135 0.0135
H 0.76895 3.00812 1.73268 0.0472 -0.0776 0.0866
H -0.44720 2.87863 3.60666 0.0313 -0.0158 -0.0029
H -0.96225 1.17330 3.74261 0.0767 0.0297 0.0353
H -2.15702 2.43780 3.44166 0.0059 0.0297 -0.0419
H 0.08382 -0.07081 -0.11472 -0.1236 0.1708 0.0551
H -0.50199 -0.30184 1.35629 0.0087 0.0104 0.0426
C -4.48162 4.50535 -1.51586 0.0190 0.0871 -0.0745
C -3.19780 3.84814 -1.01997 -0.2534 -0.0810 0.0414
C -2.62690 2.79340 -1.97917 0.1820 0.0621 0.0233
O -3.29806 1.54740 -1.97451 -0.0071 0.0112 -0.0485
C -4.47174 1.49086 -2.76711 -0.0018 -0.1139 0.0687
N -3.41989 3.31163 0.32482 0.1984 -0.1151 -0.1249
H -5.34523 3.85285 -1.38762 0.0206 -0.0421 -0.0023
H -4.67802 5.41394 -0.94828 -0.0026 -0.0290 0.0389
H -4.40952 4.77549 -2.57137 -0.0054 -0.0083 0.0050
H -2.43752 4.63211 -0.94114 0.0476 -0.0264 -0.0261
H -1.60456 2.56657 -1.65880 -0.0140 -0.0299 0.0168
H -2.56313 3.18554 -3.00292 -0.0683 0.0259 0.0048
H -4.37465 2.10322 -3.66771 -0.0107 0.0324 0.0076
H -5.35206 1.80899 -2.20486 -0.0150 0.0704 -0.0588
H -4.61686 0.45279 -3.06484 0.0303 0.0012 0.0035
H -2.53891 2.96451 0.69583 -0.0514 0.0684 0.0943
H -3.99530 2.47846 0.23018 -0.0969 0.0731 0.0368
```
Forces are in eV/Å.

---

Entry 4:
C10H29BrN2O4PS | ωB97M-V/def2-TZVPD

## Properties
- LUMO: -4.91 eV
- Gap between HOMO and LUMO: 6.7 eV
- E_tot: -4122.02589 Eh
- Net charge: +1
- Molar mass: 384.30 g/mol

Structure (XYZ):
```
48
Properties=species:S:1:pos:R:3:forces:R:3
C 6.21038 2.31394 -0.53122 -0.1201 0.1019 -0.1840
N 5.07224 1.45226 -0.17155 0.0835 0.1421 0.4229
C 3.83825 2.14649 -0.08489 0.2173 0.1655 -0.2364
S 2.51068 0.89489 -0.46188 -0.0183 -0.4738 0.0587
Br 2.83425 0.44654 -2.53476 -0.0267 0.0224 -0.1153
P 0.69978 2.17833 -0.34614 -0.2712 0.4588 0.4079
N 1.04084 3.28325 0.65808 -0.3108 0.2316 0.0738
H 6.21420 3.26070 0.01823 0.0457 -0.0592 0.0106
H 7.13026 1.77951 -0.31077 -0.0102 -0.0198 -0.0599
H 6.17675 2.52798 -1.59933 0.0441 0.0025 0.0167
H 5.26782 0.98997 0.70746 0.0005 -0.1158 -0.0271
H 3.53421 2.55071 0.88481 -0.0672 -0.0777 -0.0209
H 3.76847 2.92839 -0.84265 -0.0479 -0.0203 0.0450
H 0.57993 2.57364 -1.68092 0.1646 -0.2602 -0.1875
H -0.28143 1.23356 -0.02694 -0.0239 -0.2618 -0.2919
H 0.48182 3.25345 1.50522 0.2577 0.0201 0.2245
C -1.58448 -3.09017 -4.37519 0.0009 0.0218 -0.0296
O -0.28828 -3.55146 -4.03144 -0.0621 -0.0936 0.1274
C 0.48248 -2.63191 -3.29754 0.0910 0.0759 -0.1398
C 0.44540 -2.87669 -1.80282 0.0340 0.0154 0.1078
O -0.83635 -2.68209 -1.24149 -0.0509 0.1031 -0.0435
C -1.57753 -3.88221 -1.06365 -0.0018 -0.0179 0.0263
H -2.17438 -3.96142 -4.65101 0.0095 0.0011 -0.0263
H -2.06735 -2.58199 -3.53784 -0.0141 -0.0129 0.0070
H -1.53900 -2.40972 -5.23162 0.0058 0.0210 0.0170
H 0.16228 -1.60255 -3.50983 -0.0145 -0.0117 -0.0092
H 1.52001 -2.73960 -3.63440 -0.0044 0.0403 0.0180
H 1.11754 -2.15442 -1.32064 0.0570 -0.0549 -0.0119
H 0.82271 -3.88011 -1.58031 -0.0264 -0.0058 0.0033
H -1.23850 -4.41731 -0.17140 0.0227 -0.0124 -0.0209
H -1.48911 -4.53828 -1.93078 -0.0142 0.0037 -0.0062
H -2.62046 -3.60164 -0.93256 -0.0021 0.0043 0.0215
C -1.54315 -0.40154 2.44054 -0.0109 -0.0365 0.0317
O -1.34175 1.00732 2.38475 0.0669 0.0621 -0.0212
C -2.38859 1.70722 1.73156 0.1051 0.0628 -0.3211
C -3.45272 2.27206 2.64744 -0.0209 -0.0150 0.2087
O -4.16572 1.25776 3.31690 0.0544 -0.1273 -0.0488
C -3.73210 1.01700 4.64625 -0.0385 0.0487 0.0195
H -0.87703 -0.79381 3.20620 0.0194 0.0054 -0.0120
H -2.57277 -0.64432 2.70266 -0.0038 -0.0005 0.0192
H -1.30186 -0.87209 1.48005 -0.0298 0.0115 -0.0205
H -2.86190 1.06164 0.98199 0.0004 -0.0010 -0.0045
H -1.91551 2.55016 1.20918 -0.1337 0.0335 -0.0337
H -4.16520 2.82960 2.03281 0.0279 0.0251 -0.0031
H -3.00332 2.97061 3.36203 0.0031 -0.0039 -0.0012
H -4.12760 1.77716 5.32628 0.0299 0.0147 -0.0036
H -2.64200 1.00386 4.71980 0.0046 -0.0199 0.0022
H -4.12218 0.04532 4.94132 -0.0216 0.0064 0.0104
```
Forces are in eV/Å.

---

> The highest E_tot belongs to which entry?

C10H27ClIN2O2P2Ru